1.
Entry from OMol25: a cluster of 6 separate species, C43H97N5O in total (ωB97M-V/def2-TZVPD).

Electronic energy in eV: -55623.1829
ΔE to the lowest compared entry with this formula, charge and spin in kJ/mol: 450.2
Highest occupied orbital energy in eV: -11.04

ORCA input file:
```
! RIJCOSX wB97M-V def2-TZVPD def2/J DEFGRID3
* xyz 4 1
O 1.09106 -0.63588 -0.08863
N 6.14397 -6.13803 0.90466
N -8.91998 0.44569 -3.32422
N 5.32098 2.78747 3.81447
N 2.04044 -1.24327 -6.13612
N -3.98017 4.25691 5.01015
C 4.86959 -5.97242 -0.01569
C -10.90188 0.89788 -1.90358
C 5.94406 1.44474 3.43436
C 8.31801 -5.07808 1.41660
C 2.94916 -7.43776 -1.10704
C -8.15230 0.84569 -4.61862
C 0.51206 -1.26709 -5.93347
C 2.69203 0.11045 -5.86341
C -0.20828 -2.59366 -6.22655
C -1.74309 -2.47504 -5.96259
C 3.95397 -7.26122 0.04130
C 4.25019 3.28833 7.23988
C -2.20206 6.78842 7.49014
C 6.38227 3.00353 1.55265
C 5.74568 -6.62874 2.30816
C 3.92775 0.13196 -6.73655
C -8.09985 -0.27084 -2.32822
C 4.22868 2.21973 6.10767
C -11.13590 -0.45295 -2.66895
C 2.75631 -2.34698 -5.26613
C -0.27181 -0.92042 0.31615
C -4.18190 5.07087 3.65205
C 2.37321 -1.51132 -7.60830
C -5.91889 3.38382 3.86254
C 6.43486 3.60548 4.50207
C 8.57101 -6.44770 0.59863
C -6.07918 2.32348 -5.36969
C -7.12428 1.97801 -4.23342
C -1.32400 0.14165 -0.22811
C -2.97507 3.09563 4.83142
C 7.18243 -6.98393 0.14141
C -3.74878 5.09629 6.30679
C 6.81496 -4.74365 1.08045
C -9.75559 1.58387 -2.69436
C -10.06432 -0.55138 -3.75472
C -2.26344 5.67653 6.34988
C 4.02451 2.84205 4.63655
C -5.35397 4.37216 2.90949
C -5.35950 3.57267 5.28188
C 5.11890 3.40385 2.38957
C -0.63917 -2.37338 -0.09240
C 3.79004 -0.99937 -7.77155
C 6.95697 1.78351 2.24031
H -7.65133 2.92882 -4.15428
H 6.05165 4.47296 5.03940
H 4.30147 2.88454 1.88935
H -1.58987 4.84384 6.55242
H -6.99376 3.56219 3.89319
H -11.70680 1.62684 -1.80963
H 4.65749 -8.09339 0.01570
H 3.90166 -0.64258 -8.79544
H 5.14328 0.89542 2.93929
H 9.09732 -7.18562 1.20409
H -1.85678 6.19144 5.47948
H -10.99176 -1.29499 -1.99198
H 6.79709 -7.96055 0.43439
H -7.71802 -0.04747 -5.06780
H -5.69178 1.49430 -5.96170
H 4.76566 -6.18319 2.47890
H -9.15908 2.41213 -2.31192
H 6.47723 -6.23175 3.01196
H -5.29785 2.64739 5.85473
H 7.03907 3.86134 1.40814
H 2.21074 -8.19006 -0.82977
H -6.04921 5.15244 2.59979
H 3.33774 -7.24506 0.94024
H 4.76177 -0.14331 -6.09100
H -0.05434 -2.82086 -7.28143
H -5.78328 2.34383 3.56567
H 2.45878 -3.35347 -5.56034
H 5.13360 -5.62319 -1.01390
H 3.28278 2.28479 4.06435
H -7.49926 -0.91526 -2.97019
H 3.25851 3.66143 7.49576
H -8.72072 1.28320 -5.43934
H 4.87058 1.33982 6.15038
H 7.95100 2.00430 2.62923
H -3.32493 2.32294 4.14684
H 2.29287 -2.06818 -4.31977
H 3.56540 -7.75643 -1.94776
H 8.81614 -4.15281 1.12703
H -1.20753 7.07637 7.83086
H -3.87163 4.40347 7.13926
H 7.20427 3.90011 3.78841
H 4.39901 -5.11733 0.46958
H 5.76507 -7.71210 2.18962
H -2.53600 2.77797 5.77717
H 6.92513 2.91954 5.19288
H 6.37710 -4.06331 1.81087
H -6.56486 3.05432 -6.01629
H -6.07499 4.27293 5.71293
H 8.52326 -5.23180 2.47601
H 0.39889 -0.96913 -4.89112
H 6.17530 2.70935 0.52371
H -1.41157 0.02019 -1.30778
H 0.15281 -3.02801 0.27135
H -0.65627 -2.59716 -1.15904
H -1.63447 -2.55917 0.31129
H -5.22861 2.92289 -5.04512
H -10.29891 -0.20198 -4.76020
H 2.34134 -2.59577 -7.71349
H 6.94230 -6.87448 -0.91616
H 1.60505 -1.01482 -8.20119
H 4.00194 1.11883 -7.19335
H 3.75468 3.89399 4.72983
H -0.36033 -0.78996 1.39469
H -4.39157 5.97313 6.38465
H -10.18203 2.03329 -3.59118
H 6.36262 0.86933 4.26008
H 9.15756 -6.34438 -0.31427
H 4.73439 4.41391 2.53110
H -2.75112 6.53568 8.39720
H 2.00777 0.87089 -6.23970
H -2.22408 -1.65329 -6.49312
H -4.95440 3.94907 1.98784
H -2.71004 7.63186 7.02251
H -4.47825 6.08158 3.93269
H -12.17915 -0.50504 -2.98042
H 4.57173 -1.71546 -7.51805
H 0.25673 -3.45716 -5.75090
H -2.13105 3.59643 4.35715
H 3.35538 1.61735 6.35784
H -1.95756 -2.46906 -4.89391
H 2.41855 -6.55917 -1.47394
H -9.53228 -1.48793 -3.92180
H 4.65213 2.80716 8.13152
H -2.33091 -0.06189 0.13632
H -8.61393 -1.00529 -1.70822
H -2.26307 -3.32499 -6.40450
H 6.94921 0.98119 1.50253
H -3.17397 5.06736 3.23712
H -6.54234 1.70898 -3.35190
H 3.83761 -2.21376 -5.23238
H 0.07722 -0.49235 -6.56496
H -1.03376 1.15927 0.03326
H -7.57886 0.36889 -1.61589
H 6.81813 -4.18645 0.14364
H -10.64618 0.89459 -0.84400
H 4.87205 4.15343 7.00969
H 2.80975 0.32400 -4.80103
*
```

Results of the Mulliken charge analysis, in e, for atoms 1 through 4:
1. O -0.946
2. N -0.064
3. N 0.065
4. N -0.006

***

2.
Entry from OMol25: a structure of composition C12H15N6O4PSTc (ωB97M-V/def2-TZVPD).

Electronic energy in eV: -52125.5526
ΔE to the lowest compared entry with this formula, charge and spin in kJ/mol: 0.0
Highest occupied orbital energy (alpha / beta) in eV: -16.03 / -16.01

ORCA input file:
```
! RIJCOSX wB97M-V def2-TZVPD def2/J DEFGRID3
* xyz 2 2
Tc -0.35887 -0.20676 0.10300
S -2.01856 -1.15652 -1.25261
P 2.06895 1.67147 1.80725
O -0.40659 -1.30676 -1.46649
O -2.82612 -1.84295 -2.16051
O -1.98584 0.35052 -1.18216
O -2.03494 -1.51768 0.23455
N -0.10329 3.49657 1.96031
N 3.36742 1.51827 -0.71672
N 1.42271 0.52504 -0.63976
N -0.57092 1.68461 0.84188
N 1.98952 -0.62073 3.47982
N 0.63612 -0.75152 1.77293
C 3.11014 1.02489 -1.96994
C 0.37844 2.31696 1.54949
C 4.57922 2.25580 -0.33057
C -1.39629 3.61400 1.51206
C 0.60502 4.51499 2.75137
C 2.99570 -0.13241 4.43748
C 1.55652 0.01238 2.38696
C 0.48307 -1.90373 2.51726
C -1.68843 2.48541 0.81246
C 2.33038 1.19942 0.07135
C 1.32718 -1.82473 3.57556
C 1.90001 0.40558 -1.92343
H 3.08439 -0.86883 5.22966
H 5.19293 2.37014 -1.21830
H 2.66724 0.81318 4.85984
H 4.30737 3.23797 0.04677
H 5.12846 1.69010 0.41732
H 3.95202 -0.02383 3.93324
H 1.35575 -0.10863 -2.69532
H -1.99390 4.48388 1.72433
H -2.58692 2.19662 0.29619
H 1.41312 4.94014 2.16175
H 3.80617 1.15301 -2.78121
H -0.21045 -2.67916 2.23742
H 0.98294 4.06842 3.66672
H 1.51771 -2.50871 4.38477
H -0.10765 5.29464 3.00052
*
```

Results of the natural (NBO) charge analysis, in e, for atoms 1 through 4:
1. Tc 1.442
2. S 2.476
3. P 0.823
4. O -0.729

***

3.
Entry from OMol25: a cluster of 8 separate species, C32H48O24 in total (ωB97M-V/def2-TZVPD).

Electronic energy in eV: -83104.2764
ΔE to the lowest compared entry with this formula, charge and spin in kJ/mol: 101.3
SMILES: C[C@H]1COC(=O)O1.C[C@H]1COC(=O)O1.C[C@H]1COC(=O)O1.C[C@H]1COC(=O)O1.C[C@H]1COC(=O)O1.C[C@H]1COC(=O)O1.C[C@H]1COC(=O)O1.C[C@H]1COC(=O)O1
Highest occupied orbital energy in eV: -10.24

ORCA input file:
```
! RIJCOSX wB97M-V def2-TZVPD def2/J DEFGRID3
* xyz 0 1
O 12.56801 -6.13258 -14.21366
O 14.77791 -3.23934 -25.12407
O 9.26896 -7.28861 -13.69642
O 18.48577 -5.08387 -22.81109
O 14.22690 -7.43593 -13.49917
O 13.49971 -5.59162 -18.35568
O 13.18243 -0.61657 -19.78668
O 11.04017 -4.10222 -21.01983
O 13.33029 -7.58022 -17.35268
O 9.42225 -2.63650 -20.56925
O 14.64218 -5.58685 -14.70323
O 10.80974 -3.27594 -18.94450
O 15.40811 -0.59072 -19.63439
O 18.40037 -9.47260 -14.90547
O 8.59672 -6.08557 -15.43878
O 19.18594 -10.24140 -16.87792
O 14.90503 -4.36311 -23.23167
O 16.56502 -3.01943 -23.76416
O 9.05248 -8.26070 -15.68713
O 17.92609 -4.88690 -20.64481
O 14.66753 -7.27518 -19.15600
O 17.43917 -8.84331 -16.81197
O 14.14947 0.57494 -18.18286
O 17.86103 -6.87607 -21.68367
C 13.75836 -4.93079 -23.87425
C 18.07598 -5.55627 -21.61798
C 17.89730 -7.56880 -13.48924
C 13.84702 -6.49170 -14.11456
C 10.90437 -9.83029 -15.41714
C 9.42697 -2.75403 -21.99751
C 18.14929 -7.34014 -23.00268
C 8.91951 -7.13909 -14.96917
C 12.44894 2.21555 -17.83792
C 13.37511 -4.66685 -26.40772
C 11.45136 -4.05780 -14.12999
C 10.43030 -3.89319 -22.29463
C 13.86899 -4.51433 -15.21114
C 12.74791 0.72196 -17.92026
C 9.88334 -1.40325 -22.53051
C 16.88299 -7.96949 -15.81058
C 12.10039 0.03927 -19.13599
C 18.29726 -6.05333 -23.81785
C 13.80638 -6.88430 -18.19358
C 12.40429 -4.89865 -14.97460
C 10.43136 -3.37963 -20.06544
C 19.44955 -6.04320 -24.81246
C 9.57837 -9.30199 -14.86659
C 14.53198 -3.70125 -19.37924
C 13.99700 -5.11432 -19.61324
C 15.07141 -6.14646 -19.91772
C 14.35492 -0.21157 -19.24511
C 17.37714 -8.58200 -14.50906
C 13.55101 -3.97581 -25.07207
C 9.73479 -8.63122 -13.48676
C 18.43366 -9.56716 -16.25223
C 15.51769 -3.50585 -24.02455
H 12.70210 -3.32344 -24.85182
H 11.94416 -3.35986 -13.44610
H 11.21371 -10.58952 -14.69515
H 13.75535 -3.09243 -18.91972
H 12.98203 -4.86319 -23.11691
H 11.39522 -0.73094 -18.80783
H 8.46623 -3.02823 -22.42970
H 15.14808 -6.39757 -20.97448
H 11.36597 2.30026 -17.74128
H 9.77374 -1.34663 -23.61458
H 10.76665 -8.60962 -13.14986
H 13.95172 -5.95182 -24.20231
H 12.57067 -5.40425 -26.38996
H 9.11320 -9.28749 -12.87683
H 14.20609 -3.60706 -14.70263
H 18.71134 -7.00707 -13.94705
H 15.79606 -7.99565 -15.85752
H 14.97446 -3.20272 -20.23782
H 19.36841 -5.18886 -25.47607
H 15.31377 -3.85108 -18.62848
H 19.35061 -6.96432 -25.39753
H 16.05100 -5.76127 -19.62204
H 17.20220 -6.93910 -15.98063
H 11.70182 -9.08682 -15.46542
H 10.84588 -4.68491 -13.48110
H 17.08608 -6.90868 -13.18074
H 13.19831 -5.04745 -20.35201
H 13.96439 -4.32050 -16.27881
H 10.83767 -3.45837 -14.80136
H 10.83971 -1.07411 -22.12121
H 11.51795 0.67250 -19.80990
H 9.22179 -0.60559 -22.17358
H 12.80039 2.70371 -18.74622
H 10.77911 -10.21306 -16.42826
H 18.24088 -8.06459 -12.58255
H 17.36610 -8.00314 -23.37162
H 11.16583 -3.53875 -23.00992
H 8.85536 -10.11826 -14.86504
H 13.26656 -3.98841 -27.25307
H 20.40038 -6.15403 -24.29227
H 12.45717 0.18198 -17.01888
H 9.86774 -4.77921 -22.57795
H 16.54792 -9.15278 -14.08022
H 14.27362 -5.22709 -26.68646
H 11.95925 -5.05625 -15.95651
H 13.02344 2.64388 -17.01878
H 19.03855 -7.97673 -22.98936
H 17.39750 -5.88454 -24.42142
*
```

Results of the Mulliken charge analysis, in e, for atoms 1 through 4:
1. O -0.436
2. O -0.404
3. O -0.328
4. O -0.335

***

4.
Entry from OMol25: a structure of composition CH5ClIrO4 (ωB97M-V/def2-TZVPD).

Electronic energy in eV: -24631.8214
ΔE to the lowest compared entry with this formula, charge and spin in kJ/mol: 94.5
Highest occupied orbital energy (alpha / beta) in eV: -17.77 / -20.16

ORCA input file:
```
! RIJCOSX wB97M-V def2-TZVPD def2/J DEFGRID3
* xyz 2 6
Ir 0.55007 -0.23974 -0.40383
Cl -0.94625 1.83037 3.43133
O 0.63450 -1.04368 1.13713
O -0.12560 2.50388 4.49188
O 0.57578 1.47930 -0.09024
O -2.43356 1.76517 3.60461
C -0.19110 -1.08814 -2.14122
H 0.03847 -2.08200 -2.51455
H 1.97691 -0.69446 -1.23949
H 1.36792 -0.86501 -1.82700
H -0.37380 -0.39714 -2.96553
H -1.07334 -1.16854 -1.48309
*
```

Results of the natural (NBO) charge analysis, in e, for atoms 1 through 4:
1. Ir 1.432
2. Cl 1.454
3. O -0.378
4. O -0.219